(1)
# C6H14Cs2N2O6S

C6H14Cs2N2O6S as an isolated structure in a non-equilibrium geometry (ωB97M-V/def2-TZVPD, the OMol25 dataset).

XYZ file:
```
31
Properties=species:S:1:pos:R:3:mulliken_charge:R:1
Cs -1.41 3.73 -6.16 0.96
Cs 2.86 -1.92 -4.60 0.96
S 0.07 1.36 -2.20 1.10
O -0.51 2.70 -2.09 -0.81
O 0.04 0.93 -3.54 -0.76
O 1.49 1.46 -1.76 -0.76
O -0.58 0.46 -1.31 -0.69
C -3.88 -1.53 1.87 -0.95
C -5.01 -0.69 1.41 0.70
O -6.10 -0.68 2.03 -0.69
N -4.67 0.09 0.39 -0.14
C -5.69 0.89 -0.27 -0.87
H -3.83 -1.39 2.95 0.27
H -2.87 -1.48 1.48 0.30
H -4.11 -2.60 1.90 0.27
H -3.74 0.07 -0.01 0.21
H -5.86 0.35 -1.21 0.29
H -5.21 1.85 -0.48 0.29
H -6.66 0.96 0.21 0.30
C 5.56 1.22 0.58 -0.96
C 5.21 -0.09 1.12 0.68
O 5.96 -0.55 1.97 -0.66
N 4.09 -0.72 0.76 -0.15
C 3.68 -1.95 1.29 -0.89
H 4.69 1.80 0.87 0.31
H 5.67 1.15 -0.50 0.29
H 6.51 1.57 0.98 0.26
H 3.51 -0.25 0.08 0.27
H 3.51 -1.90 2.36 0.24
H 4.55 -2.57 1.08 0.28
H 2.75 -2.26 0.81 0.34
```

For the largest force on an atom, the calculation gives 0.145 Eh/bohr. The calculation puts the highest occupied orbital energy at -5.1564 eV. For the HOMO-LUMO gap, the calculation gives 3.7 eV.

---

(2)
# C6H14ErO3

C6H14ErO3 as an isolated structure in a non-equilibrium geometry (ωB97M-V/def2-TZVPD, the OMol25 dataset).

XYZ file:
```
24
Properties=species:S:1:pos:R:3:nbo_charge:R:1
C 3.23 0.67 0.87 -0.10
O 2.29 1.69 0.76 -0.96
C 3.36 -0.15 -0.43 -0.10
O 2.11 -0.41 -1.03 -0.62
C 1.13 -1.21 -0.27 -0.67
O -1.81 0.78 -0.46 -0.69
C -2.65 1.70 -1.13 -0.26
Er 0.47 1.08 -0.02 2.21
H 2.97 -0.03 1.70 0.16
H 4.24 1.06 1.10 0.20
H 3.90 -1.10 -0.22 0.20
H 3.92 0.43 -1.17 0.20
H 1.68 -1.88 0.41 0.20
H 0.63 -1.82 -1.05 0.20
H -2.08 2.61 -1.35 0.19
H -2.99 1.25 -2.08 0.21
H -3.51 1.95 -0.49 0.21
C -2.36 -0.62 -0.16 -0.07
H -3.36 -0.55 -0.60 0.20
H -1.95 -1.43 -0.78 0.22
C -2.32 -0.94 1.31 -0.65
H -2.84 -0.20 1.92 0.23
H -2.77 -1.93 1.48 0.26
H -1.28 -0.94 1.68 0.21
```

Its charge is +1. Its spin multiplicity is 4. For the largest force on an atom, the calculation gives 0.051 Eh/bohr. The calculation puts the highest occupied orbital energy (alpha / beta) at -12.0209 / -12.0041 eV. For the HOMO-LUMO gap (alpha / beta), the calculation gives 7.5 / 7.5 eV.

---

(3)
# C6H14FNO4S

A 2-piece molecular cluster, C6H14FNO4S overall (ωB97M-V/def2-TZVPD, the OMol25 dataset).

XYZ file:
```
27
Properties=species:S:1:pos:R:3:nbo_charge:R:1
C -2.23 -0.51 -0.33 -0.64
C -1.02 -1.21 -0.92 -0.07
O -1.04 -2.57 -0.44 -0.39
N 0.16 -3.21 -0.77 -0.57
S -0.02 -4.38 -1.92 2.50
O 1.00 -5.33 -1.69 -0.90
O -0.28 -3.78 -3.18 -0.89
F -1.37 -5.04 -1.49 -0.47
H -2.73 0.10 -1.08 0.22
H -2.95 -1.26 0.01 0.23
H -1.96 0.11 0.52 0.21
H -0.09 -0.74 -0.61 0.19
H -1.05 -1.21 -2.01 0.18
H 0.51 -3.67 0.07 0.39
C 1.01 3.57 1.25 -0.43
C 1.55 2.33 1.97 -0.43
C 0.73 1.23 1.33 -0.07
O 0.45 1.66 -0.01 -0.55
C 0.79 3.04 -0.15 -0.07
H 1.69 4.42 1.28 0.22
H 0.06 3.88 1.70 0.20
H 2.61 2.20 1.74 0.20
H 1.44 2.37 3.05 0.22
H -0.22 1.09 1.86 0.16
H 1.25 0.27 1.29 0.18
H 1.71 3.12 -0.75 0.17
H -0.02 3.54 -0.69 0.19
```

Its structure (SMILES) is CCONS(=O)(=O)F.C1CCOC1. For the largest force on an atom, the calculation gives 0.008 Eh/bohr. The calculation puts the highest occupied orbital energy at -9.8757 eV. For the HOMO-LUMO gap, the calculation gives 10.5 eV.

---

(4)
# C6H14HfN2O4P

C6H14HfN2O4P as an isolated structure in a non-equilibrium geometry (ωB97M-V/def2-TZVPD, the OMol25 dataset).

XYZ file:
```
28
Properties=species:S:1:pos:R:3:nbo_charge:R:1
C -0.35 -0.70 2.50 -1.00
P -2.12 -0.18 2.00 1.63
O -3.13 -1.54 2.25 -0.90
C -2.14 0.33 0.15 -0.24
O -0.79 0.33 -0.32 -0.46
C -0.58 -0.54 -1.47 -0.12
C 0.77 -1.41 -1.16 -0.27
N 1.65 -0.55 -0.29 -0.62
C 2.43 0.45 -1.07 -0.14
N 2.25 1.79 -0.39 -0.87
C -2.60 1.88 0.16 0.65
O -3.63 2.29 -0.42 -0.33
O -1.73 2.71 0.88 -0.40
H -0.28 -0.67 3.65 0.33
H 0.41 0.05 2.08 0.27
H -0.10 -1.73 2.08 0.28
H -2.92 -2.23 1.58 0.53
H -2.88 -0.26 -0.49 0.29
H -1.40 -1.30 -1.65 0.24
H -0.45 0.06 -2.43 0.22
H 1.27 -1.80 -2.10 0.24
H 0.42 -2.31 -0.53 0.25
H 2.24 -1.11 0.34 0.42
H 2.16 0.49 -2.20 0.21
H 3.59 0.23 -1.01 0.16
H 2.54 1.66 0.59 0.43
H 1.25 2.07 -0.40 0.45
Hf 4.11 1.99 -2.33 1.74
```

Its charge is +3. For the largest force on an atom, the calculation gives 0.098 Eh/bohr. The calculation puts the highest occupied orbital energy at -19.0978 eV. For the HOMO-LUMO gap, the calculation gives 4.8 eV.

---

(5)
# C6H14N2

An isolated molecule of C6H14N2 (ωB97M-V/def2-TZVPD, the OMol25 dataset).

XYZ file:
```
22
Properties=species:S:1:pos:R:3:nbo_charge:R:1
C 1.88 -0.60 1.12 -0.30
C 1.31 -1.23 -0.15 -0.40
C -0.18 -0.93 -0.25 -0.41
N -0.95 0.38 -2.69 -0.48
C -1.51 0.77 -1.47 -0.28
C -0.49 0.57 -0.35 -0.24
C -0.95 1.24 0.95 -0.63
N 1.12 -0.94 2.23 -0.49
H 2.03 0.48 0.97 0.20
H 2.92 -1.00 1.25 0.24
H 1.91 -0.87 -0.99 0.21
H 1.47 -2.31 -0.09 0.21
H -0.57 -1.42 -1.16 0.22
H -0.65 -1.35 0.63 0.23
H -1.68 0.22 -3.39 0.32
H -2.47 0.25 -1.24 0.20
H -1.75 1.85 -1.54 0.25
H -2.02 1.41 0.92 0.20
H -0.77 0.58 1.80 0.23
H -0.45 2.18 1.19 0.21
H 0.40 1.07 -0.76 0.20
H 1.38 -0.35 3.03 0.32
```

For the largest force on an atom, the calculation gives 0.017 Eh/bohr. The calculation puts the highest occupied orbital energy at -6.5347 eV. For the HOMO-LUMO gap, the calculation gives 2.9 eV.

---

(6)
# C6H14N2

A 2-piece molecular cluster, C6H14N2 overall (ωB97M-V/def2-TZVPD, the OMol25 dataset).

XYZ file:
```
22
Properties=species:S:1:pos:R:3:nbo_charge:R:1
C 2.61 1.33 -0.46 -0.64
C 2.03 -0.02 -0.13 -0.10
C 2.85 -1.20 -0.58 -0.61
C 0.89 -0.18 0.53 0.00
N 0.11 0.82 1.09 -0.84
H 3.30 1.25 -1.30 0.21
H 1.84 2.05 -0.71 0.20
H 3.17 1.73 0.39 0.21
H 3.85 -1.16 -0.15 0.20
H 2.38 -2.14 -0.27 0.21
H 2.95 -1.21 -1.67 0.20
H 0.52 -1.18 0.74 0.18
H -0.89 0.62 1.09 0.41
H 0.32 1.75 0.75 0.36
C -3.84 0.59 0.82 -0.04
N -2.75 0.07 0.49 -0.41
C -2.70 -0.99 -0.47 -0.44
H -4.82 0.28 0.43 0.14
H -3.83 1.38 1.55 0.17
H -3.68 -1.25 -0.88 0.17
H -2.26 -1.86 0.02 0.21
H -2.03 -0.68 -1.28 0.22
```

Its structure (SMILES) is CC(C)=CN.C=NC. For the largest force on an atom, the calculation gives 0.011 Eh/bohr. The calculation puts the highest occupied orbital energy at -7.2828 eV. For the HOMO-LUMO gap, the calculation gives 8.3 eV.

---

(7)
# C6H14N2

C6H14N2 as an isolated structure in a non-equilibrium geometry (ωB97M-V/def2-TZVPD, the OMol25 dataset).

XYZ file:
```
22
Properties=species:S:1:pos:R:3:mulliken_charge:R:1
C 2.87 -0.42 -0.11 -1.43
C 1.47 0.08 0.26 0.39
C 0.43 -0.45 -0.75 -0.68
C -0.85 0.35 -0.74 -0.05
C -0.99 1.58 -1.34 -0.83
C -2.74 -0.67 0.38 -0.94
N -1.61 0.26 0.54 -0.18
N 1.16 -0.42 1.60 -0.68
H 3.18 0.04 -1.04 0.38
H 2.90 -1.51 -0.03 0.35
H 3.57 0.04 0.59 0.39
H 1.33 1.17 0.25 0.35
H 0.27 -1.53 -0.55 0.35
H 0.70 -0.41 -1.80 0.39
H -0.35 2.20 -1.96 0.25
H -1.18 0.48 -2.01 0.09
H -3.35 -0.49 -0.51 0.33
H -2.31 -1.67 0.30 0.29
H -3.39 -0.60 1.26 0.32
H -1.92 1.23 0.55 0.43
H 1.87 -0.29 2.29 0.21
H 0.32 0.03 1.90 0.25
```

For the largest force on an atom, the calculation gives 0.075 Eh/bohr. The calculation puts the highest occupied orbital energy at -7.6624 eV. For the HOMO-LUMO gap, the calculation gives 8.4 eV.

---

(8)
# C6H14N2O

A 2-piece molecular cluster, C6H14N2O overall in a non-equilibrium geometry (ωB97M-V/def2-TZVPD, the OMol25 dataset).

XYZ file:
```
23
Properties=species:S:1:pos:R:3:nbo_charge:R:1
C 1.21 1.30 -0.77 -0.58
C 1.99 0.14 -0.48 -0.43
C 1.26 -1.34 -0.52 -0.42
C 0.39 -1.49 0.78 -0.43
C -0.36 -0.26 1.13 -0.22
C -2.37 0.87 0.48 -0.47
H 0.30 1.24 -0.07 0.16
H 1.83 2.19 -0.34 0.21
H 0.78 1.58 -1.70 0.22
H 2.91 0.26 -1.05 0.23
H 2.50 0.45 0.56 0.19
H 1.94 -2.15 -0.84 0.23
H 0.89 -1.31 -1.63 0.21
H -0.32 -2.46 0.70 0.22
H 1.21 -1.58 1.28 0.21
H 0.35 0.79 0.78 0.22
H -0.65 -0.17 2.33 0.21
H -1.74 1.66 -0.22 0.18
H -3.70 0.76 -0.26 0.28
H -2.35 1.41 1.68 0.24
N -1.62 -0.28 0.39 -0.37
N -1.69 -0.95 -0.88 0.27
O -2.76 -0.63 -1.35 -0.36
```

For the largest force on an atom, the calculation gives 0.131 Eh/bohr. The calculation puts the highest occupied orbital energy at -8.6303 eV. For the HOMO-LUMO gap, the calculation gives 9.2 eV.

---

Please write out number 5 again, unchanged.
# C6H14N2

An isolated molecule of C6H14N2 (ωB97M-V/def2-TZVPD, the OMol25 dataset).

XYZ file:
```
22
Properties=species:S:1:pos:R:3:nbo_charge:R:1
C 1.88 -0.60 1.12 -0.30
C 1.31 -1.23 -0.15 -0.40
C -0.18 -0.93 -0.25 -0.41
N -0.95 0.38 -2.69 -0.48
C -1.51 0.77 -1.47 -0.28
C -0.49 0.57 -0.35 -0.24
C -0.95 1.24 0.95 -0.63
N 1.12 -0.94 2.23 -0.49
H 2.03 0.48 0.97 0.20
H 2.92 -1.00 1.25 0.24
H 1.91 -0.87 -0.99 0.21
H 1.47 -2.31 -0.09 0.21
H -0.57 -1.42 -1.16 0.22
H -0.65 -1.35 0.63 0.23
H -1.68 0.22 -3.39 0.32
H -2.47 0.25 -1.24 0.20
H -1.75 1.85 -1.54 0.25
H -2.02 1.41 0.92 0.20
H -0.77 0.58 1.80 0.23
H -0.45 2.18 1.19 0.21
H 0.40 1.07 -0.76 0.20
H 1.38 -0.35 3.03 0.32
```

For the largest force on an atom, the calculation gives 0.017 Eh/bohr. The calculation puts the highest occupied orbital energy at -6.5347 eV. For the HOMO-LUMO gap, the calculation gives 2.9 eV.